Run i
Formula: C3H8OS
Source: the Open Molecules 2025 dataset
Level of theory: ωB97M-V/def2-TZVPD

2S+1: 2
Charge: -1
Expectation value of S²: 0.75
E_LUMO (spin up / spin down) (Ha): 0.11736 / 0.11672
Gap between HOMO and LUMO (spin up / spin down) (eV): 2.8 / 6.1

```
13
Properties=species:S:1:pos:R:3:mulliken_charge:R:1
O 0.21159 -1.34624 -2.06619 -0.722
C 0.52559 -0.98778 -3.25061 -0.636
H 1.60234 -0.81541 -3.46045 0.201
H -0.21133 -0.89697 -4.06735 0.195
C 0.41290 0.44048 0.20200 -0.881
S 0.75488 0.84868 1.94448 -0.124
C -0.86391 0.47492 2.66696 -0.827
H -0.64807 0.57870 0.01614 0.255
H 0.97697 1.00286 -0.53546 0.399
H 0.66475 -0.60911 0.11819 0.316
H -1.14740 -0.51713 2.33425 0.284
H -1.58198 1.23476 2.36321 0.265
H -0.69635 0.59225 3.73482 0.275
```

Run ii
Formula: C3H8OS
Source: the Open Molecules 2025 dataset
Level of theory: ωB97M-V/def2-TZVPD

2S+1: 2
Charge: -1
Expectation value of S²: 0.75
E_LUMO (spin up / spin down) (Ha): 0.11650 / 0.11589
Gap between HOMO and LUMO (spin up / spin down) (eV): 2.8 / 6.0

```
13
Properties=species:S:1:pos:R:3:mulliken_charge:R:1
O -3.26408 -0.68160 -0.20216 -0.716
C -2.56489 -1.01681 -1.22175 -0.527
H -2.72983 -0.63820 -2.24422 0.200
H -1.94000 -1.92184 -1.24802 0.164
C 1.23494 0.91537 -0.24533 -1.435
C 1.18881 -0.25349 0.71846 -0.237
S 1.32980 0.28894 2.45466 -0.274
H 0.31691 1.49020 -0.13926 0.320
H 2.13248 1.51259 -0.05394 0.391
H 1.21159 0.54383 -1.27330 0.457
H 2.00846 -0.95436 0.56623 0.294
H 0.25937 -0.79891 0.59592 0.264
H 0.81644 1.51427 2.29269 0.098
```

How far above the most stable structure does each one sit? In kcal/mol: run i 3.0; run ii 0.0.

Run i
Formula: C3H10NP2
Source: the Open Molecules 2025 dataset
Level of theory: ωB97M-V/def2-TZVPD

Charge: +1
E_LUMO (spin up / spin down) (Ha): -0.26595 / -0.20984
Gap between HOMO and LUMO (spin up / spin down) (eV): 4.4 / 8.2

```
16
Properties=species:S:1:pos:R:3:mulliken_charge:R:1
C -1.47016 0.78079 0.91122 -1.024
C -0.74432 -0.67246 -1.57880 -0.889
C 2.59229 -2.33375 1.69726 -0.929
N -0.28719 1.92396 -0.97804 -0.051
P 0.25220 3.35282 -0.87344 0.154
P -0.11252 0.45476 -0.29189 0.520
H -1.13749 1.48918 1.68151 0.364
H -1.66775 -0.22453 1.35678 0.341
H -2.27084 1.25873 0.44169 0.416
H -0.01625 -1.47975 -1.56800 0.340
H -0.54719 -0.28146 -2.66875 0.314
H -1.76561 -1.02553 -1.58044 0.359
H 2.04762 -3.22541 1.95847 0.287
H 2.36666 -1.29844 1.73408 0.358
H 3.54759 -2.66429 1.47950 0.298
H -0.78704 3.94537 -1.72117 0.142
```

Run ii
Formula: C3H10NP2
Source: the Open Molecules 2025 dataset
Level of theory: ωB97M-V/def2-TZVPD

Charge: +1
E_LUMO (spin up / spin down) (Ha): -0.21397 / -0.21396
Gap between HOMO and LUMO (spin up / spin down) (eV): 7.9 / 7.9

```
16
Properties=species:S:1:pos:R:3:mulliken_charge:R:1
C -1.15085 1.65424 -0.15959 -0.288
C 0.63256 -0.82856 0.37389 0.027
C 1.37832 -0.62137 -0.93797 -1.335
N 0.56442 0.38165 1.15912 -0.471
P -2.18837 0.31851 -0.21629 0.085
P -1.11147 -1.55199 0.14730 0.024
H -1.41293 2.55487 0.37342 0.325
H -0.36346 1.76024 -0.88996 0.318
H 1.14477 -1.62751 0.94130 0.451
H 1.63216 -1.58356 -1.38415 0.393
H 2.31277 -0.09051 -0.75676 0.397
H 0.79205 -0.04936 -1.65509 0.337
H 1.43128 0.90680 1.17251 0.234
H 0.25410 0.21362 2.11087 0.262
H -2.99408 0.48600 0.90882 0.126
H -0.92128 -1.92308 -1.18742 0.114
```

How far above the most stable structure does each one sit? In kcal/mol: run i 61.7; run ii 0.0.

Run i
Formula: H17O8
Source: the Open Molecules 2025 dataset
Level of theory: ωB97M-V/def2-TZVPD

Charge: +1
E_LUMO (Ha): -0.10343
Gap between HOMO and LUMO (eV): 11.5

```
25
Properties=species:S:1:pos:R:3:mulliken_charge:R:1
O 1.11805 2.33096 0.42212 -0.670
H 1.72966 1.63276 0.13238 0.330
H 1.66965 3.10204 0.59031 0.313
O -0.05155 -0.97897 2.94199 -0.668
H 0.60612 -1.67976 2.76816 0.372
H 0.24977 -0.52824 3.74492 0.372
O 0.08451 1.09197 -2.40916 -0.612
H -0.68362 1.60349 -2.11624 0.295
H 0.48786 1.70394 -3.03829 0.296
O -1.87600 -2.26683 -0.70179 -0.605
H -1.18590 -2.67977 -1.22986 0.304
H -2.66460 -2.73474 -1.00018 0.309
O 1.08925 -3.46278 3.24138 -0.643
H 1.71599 -4.06424 2.80999 0.320
H 0.48885 -4.14769 3.57064 0.316
O 1.10812 -0.70784 -0.46426 -0.585
H 1.13844 -0.32449 -1.35762 0.307
H 1.62620 -1.51689 -0.54334 0.265
O -0.93483 3.67562 -3.87844 -0.604
H -1.87237 3.82253 -4.07998 0.310
H -0.56357 4.21878 -4.58551 0.309
O -0.70780 0.38681 0.96098 -0.374
H -0.47343 -0.11532 0.13517 0.436
H -0.33570 -0.05819 1.85805 0.473
H 0.00207 1.08197 0.94579 0.434
```

Run ii
Formula: H17O8
Source: the Open Molecules 2025 dataset
Level of theory: ωB97M-V/def2-TZVPD

Charge: +1
E_LUMO (Ha): -0.12399
Gap between HOMO and LUMO (eV): 9.5

```
25
Properties=species:S:1:pos:R:3:mulliken_charge:R:1
O 0.05524 -0.15596 0.23920 -0.330
H 0.19924 0.81204 -0.05880 0.449
H 0.17824 -0.30596 1.29620 0.485
H 0.48624 -0.76796 -0.40280 0.489
O 2.01624 -0.20196 -1.64380 -0.559
H 2.76724 -0.81696 -1.55580 0.264
H 2.33024 0.19804 -2.41080 0.271
O 1.30324 -2.61896 0.33520 -0.634
H 1.25224 -3.14696 -0.53780 0.317
H 2.22824 -2.34096 0.41920 0.322
O -1.86676 0.85404 3.38120 -0.585
H -2.55276 1.07504 4.08120 0.319
H -1.64176 -0.05496 3.60220 0.276
O -1.50276 -0.68296 -2.59080 -0.668
H -2.30976 -1.01296 -2.19480 0.330
H -1.31776 -1.53196 -3.12180 0.319
O -2.12676 1.81004 -2.42880 -0.665
H -1.49976 2.35504 -1.91680 0.325
H -1.55376 0.88704 -2.42480 0.377
O 0.88824 -0.70596 2.83120 -0.575
H 0.19624 -1.15596 3.38320 0.309
H 1.69824 -1.00996 3.02820 0.253
O 0.08024 2.54704 -0.30680 -0.598
H -0.18276 3.25204 -0.04980 0.167
H 0.87524 2.72004 -0.95280 0.342
```

How far above the most stable structure does each one sit? In kcal/mol: run i 0.0; run ii 69.4.

Run i
Formula: C6H11NO3
Source: the Open Molecules 2025 dataset
Level of theory: ωB97M-V/def2-TZVPD

Charge: 0
E_LUMO (Ha): 0.00321
Gap between HOMO and LUMO (eV): 10.1
Structure (SMILES): C=CC(C)=O.COC(N)=O

```
21
Properties=species:S:1:pos:R:3:mulliken_charge:R:1
C -0.82074 -0.85942 1.93035 -0.716
C -1.86298 0.59166 0.29131 0.445
N -2.06460 -0.40088 -0.58675 -0.325
O -0.72804 0.33317 1.15482 -0.310
O -2.44154 1.62825 0.43895 -0.582
H -2.71388 -0.16008 -1.32138 0.236
H -1.15557 -1.04958 -0.78113 0.333
H -0.18639 -0.72020 2.80666 0.231
H -1.86169 -1.04625 2.22868 0.355
H -0.46116 -1.71706 1.36064 0.315
C 2.13174 -0.43260 0.61271 -1.451
C 1.02087 -0.25618 -0.38402 1.217
C 1.00648 1.05770 -1.06810 -0.365
C 0.52766 1.20943 -2.29630 -0.626
O 0.42162 -1.24406 -0.85654 -0.728
H 1.38771 1.89443 -0.49878 0.312
H 2.14331 -1.44089 1.01693 0.326
H 1.98706 0.28046 1.42705 0.345
H 3.08321 -0.20959 0.13682 0.432
H 0.13545 0.36448 -2.84419 0.274
H 0.45148 2.17721 -2.76772 0.282
```

Run ii
Formula: C6H11NO3
Source: the Open Molecules 2025 dataset
Level of theory: ωB97M-V/def2-TZVPD

Charge: 0
E_LUMO (Ha): 0.00551
Gap between HOMO and LUMO (eV): 8.2

```
21
Properties=species:S:1:pos:R:3:mulliken_charge:R:1
C 1.05634 -1.08010 0.32248 0.385
C 1.51049 -1.04502 1.75127 -1.151
C 0.81986 1.37485 -0.06908 -1.248
C -0.78505 0.35183 -1.87893 -1.754
C -2.04184 0.44514 0.28444 0.354
C -0.71666 0.11729 -0.38103 1.215
O 2.00232 -1.54710 -0.51618 -0.437
O -2.72892 -0.59070 0.79763 -0.430
N -0.23258 -1.08400 0.07427 -0.442
O -2.48254 1.56641 0.36994 -0.579
H 1.63765 -1.55712 -1.41449 0.355
H -3.51825 -0.24857 1.24569 0.369
H 0.76881 -0.55209 2.37426 0.281
H 1.59943 -2.08634 2.07159 0.382
H 2.47759 -0.55463 1.84412 0.360
H 1.80393 1.35143 0.38792 0.436
H 1.04439 1.85748 -1.01572 0.362
H 0.23065 2.08182 0.51018 0.385
H -1.58784 -0.27123 -2.28085 0.383
H 0.15106 0.07958 -2.36158 0.383
H -1.00884 1.39106 -2.11594 0.390
```

How far above the most stable structure does each one sit? In kcal/mol: run i 0.0; run ii 61.2.